1) DFT (the ωB97M-V functional and the def2-TZVPD basis) results for a cluster of 2 separate species, C6H14N2O2 in total.

As for the orbital gap: 9.49 eV. The lowest unoccupied orbital energy comes out at 0.0208 hartree. The SMILES is CNC(C)=O.CNC(C)=O. The HOMO energy comes out at -8.9 eV.

Each line ends with the Löwdin charge.
Geometry (Å):
C -2.53668 -0.98611 -2.20379  0.007
C -0.97763 2.15391 -0.73642  -0.071
C -1.54857 -0.11907 -1.41105  -0.507
O -0.67969 -0.52822 -0.68028  0.027
N -1.88944 1.23367 -1.41169  -0.012
H -3.48970 -0.45836 -2.30225  0.070
H -2.70568 -1.89593 -1.63120  0.084
H -2.74298 1.50161 -1.86817  0.118
H -1.28397 3.18619 -0.95702  0.085
H -2.20770 -1.13817 -3.23396  0.084
H -1.06012 1.96356 0.33559  0.082
H 0.02833 2.01948 -1.15369  0.093
C 1.14178 -0.09309 3.16290  -0.098
C 2.34494 -1.15195 -0.30884  -0.011
C 2.31922 -0.53108 1.08348  -0.530
O 3.36735 -0.36756 1.68018  0.024
N 1.12862 -0.23458 1.72709  0.005
H 0.26689 -0.34560 1.20631  0.089
H 0.26799 0.47413 3.45380  0.072
H 1.17273 -1.06437 3.69074  0.088
H 1.31417 -1.40748 -0.71572  0.065
H 2.01382 0.41893 3.57440  0.079
H 2.87167 -0.52052 -1.02784  0.076
H 2.88466 -2.10940 -0.27256  0.081

---

2) DFT (the ωB97M-V functional and the def2-TZVPD basis) results for a cluster of 2 separate species, C6H14N2O2 in total.

As for the orbital gap: 9.38 eV. The lowest unoccupied orbital energy comes out at 0.0184 hartree. The SMILES is CNC(C)=O.CNC(C)=O. The HOMO energy comes out at -8.9 eV.

Each line ends with the Löwdin charge.
Geometry (Å):
C -2.14966 -1.36175 -2.13697  -0.002
C -1.14613 -0.87463 1.48291  -0.110
C -1.75991 -0.69622 -0.84682  -0.513
O -1.43479 0.47947 -0.81768  0.030
N -1.29624 -1.50612 0.19165  -0.007
H -3.20743 -1.71318 -2.03261  0.095
H -1.71253 -2.42017 0.20513  0.123
H -0.26302 -0.53472 2.01424  0.079
H -2.08601 -0.67324 -2.98259  0.089
H -1.61734 -2.28360 -2.35601  0.080
H -2.06071 -0.21925 1.70361  0.116
H -1.42455 -1.67699 2.20247  0.084
C 1.13065 2.95428 0.30965  -0.088
C 2.23600 -0.73300 0.01457  0.008
C 2.22981 0.71424 0.50656  -0.542
O 3.11195 1.13045 1.23112  0.037
N 1.19752 1.53103 0.11078  -0.002
H 0.30068 1.13879 -0.13300  0.070
H 0.12173 3.23439 0.05947  0.077
H 1.23543 -1.13438 -0.08023  0.045
H 1.07097 3.15578 1.39286  0.080
H 1.99618 3.56511 -0.00628  0.095
H 2.80041 -0.85335 -0.88518  0.073
H 2.72700 -1.22292 0.85234  0.081

---

It is 1) that is most stable; the runner-up trails by 19.4 kcal/mol.

---

1) DFT (the ωB97M-V functional and the def2-TZVPD basis) results for a cluster of 2 separate species, C6H14N2O2 in total.

As for the orbital gap: 10.05 eV. The lowest unoccupied orbital energy comes out at 0.0200 hartree. The SMILES is CNC(C)=O.CNC(C)=O. The HOMO energy comes out at -9.5 eV.

Each line ends with the Löwdin charge.
Geometry (Å):
C 0.10237 -0.18073 -3.15369  0.000
C -2.27539 0.46023 -0.28700  -0.081
C -0.52239 0.55947 -2.00121  -0.567
O -0.42911 1.75779 -1.85121  0.060
N -1.30617 -0.19000 -1.16602  -0.010
H 0.14879 -1.25327 -2.93367  0.076
H -1.50755 -1.16576 -1.29592  0.127
H -2.46585 -0.16884 0.58846  0.071
H -0.58235 -0.04746 -3.98542  0.087
H 1.08596 0.18302 -3.41694  0.082
H -1.91607 1.36838 0.17990  0.079
H -3.18136 0.65124 -0.85097  0.087
C -0.56359 -0.04549 2.66925  -0.077
C 2.63734 -0.40606 0.64654  -0.005
C 1.76128 0.09157 1.77594  -0.552
O 2.21543 0.75699 2.68705  0.045
N 0.44990 -0.24828 1.67373  0.003
H 0.20546 -0.67797 0.79065  0.105
H -0.15852 0.42660 3.55367  0.085
H 2.31883 -1.36986 0.25800  0.071
H -1.30549 0.66538 2.29432  0.064
H -1.03554 -0.97741 2.95623  0.083
H 2.65864 0.34860 -0.13004  0.081
H 3.66538 -0.53816 0.99837  0.086

---

2) DFT (the ωB97M-V functional and the def2-TZVPD basis) results for a cluster of 2 separate species, C6H14N2O2 in total.

As for the orbital gap: 9.78 eV. The lowest unoccupied orbital energy comes out at 0.0206 hartree. The SMILES is CNC(C)=O.CNC(C)=O. The HOMO energy comes out at -9.2 eV.

Each line ends with the Löwdin charge.
Geometry (Å):
C -1.01057 -0.89118 2.83962  0.000
C 1.49923 1.59009 1.51841  -0.063
C -0.42550 0.14249 1.93040  -0.546
O -1.04390 0.64841 1.00820  0.032
N 0.84631 0.50558 2.22140  0.012
H -1.37803 -1.72894 2.24666  0.088
H 1.37821 -0.04743 2.86717  0.128
H 1.00657 2.53672 1.71167  0.090
H -0.36117 -1.33371 3.59230  0.076
H -1.94420 -0.56819 3.29554  0.089
H 2.52903 1.62535 1.85284  0.086
H 1.50357 1.45926 0.44096  0.061
C -2.06849 -0.07457 -2.25802  -0.070
C 1.64174 -0.61477 -1.91061  -0.003
C 0.30149 -0.47055 -2.58740  -0.556
O 0.18095 -0.41275 -3.79517  0.043
N -0.76418 -0.46326 -1.72993  0.008
H -0.59237 -0.03222 -0.82746  0.077
H -1.99002 0.11480 -3.32140  0.073
H 1.86973 0.32688 -1.42259  0.060
H -2.78205 -0.88237 -2.13317  0.076
H -2.42070 0.80822 -1.74428  0.079
H 1.64108 -1.37679 -1.13426  0.080
H 2.38329 -0.86108 -2.66086  0.080

---

3) DFT (the ωB97M-V functional and the def2-TZVPD basis) results for a cluster of 2 separate species, C6H14N2O2 in total.

As for the orbital gap: 9.90 eV. The lowest unoccupied orbital energy comes out at 0.0201 hartree. The SMILES is CNC(C)=O.CNC(C)=O. The HOMO energy comes out at -9.4 eV.

Each line ends with the Löwdin charge.
Geometry (Å):
C 0.32034 0.26970 2.86828  -0.005
C 3.12737 -0.11374 0.36673  -0.093
C 1.11895 0.57725 1.60113  -0.543
O 0.87968 1.46737 0.83024  0.059
N 2.12600 -0.36625 1.38604  -0.024
H -0.51873 -0.42115 2.65650  0.082
H 2.17667 -1.32665 1.67652  0.125
H 2.62189 0.19590 -0.62345  0.109
H 0.94960 -0.14803 3.62620  0.063
H -0.18038 1.19137 3.21412  0.090
H 3.60828 0.82211 0.64152  0.079
H 3.77600 -0.96967 0.32476  0.075
C -1.32534 1.62998 -2.16438  -0.087
C -2.05049 -1.84781 -0.89368  -0.021
C -1.59958 -0.76718 -1.81660  -0.549
O -1.56224 -0.87632 -3.02143  0.054
N -1.60756 0.51733 -1.23240  0.005
H -1.15609 0.61664 -0.31695  0.102
H -0.90244 1.35867 -3.13609  0.079
H -1.54664 -1.91533 0.08734  0.070
H -2.26219 2.10905 -2.49809  0.079
H -0.84339 2.40559 -1.60433  0.066
H -3.13309 -1.66572 -0.50806  0.121
H -2.01663 -2.74311 -1.46393  0.062

---

It is 2) that is most stable; the runner-up trails by 5.1 kcal/mol.

---

1) DFT (the ωB97M-V functional and the def2-TZVPD basis) results for the ion C3H9IN with charge +1.

As for the orbital gap: 7.07 eV. The lowest unoccupied orbital energy comes out at -0.1789 hartree. Its total charge is +1. The HOMO energy comes out at -11.9 eV.

Each line ends with the Löwdin charge.
Geometry (Å):
C 1.30791 -0.91548 0.60010  -0.125
C -0.43587 1.46989 -0.48680  -0.018
C -0.04666 -0.95047 -0.27720  -0.530
N -0.37856 0.12164 -1.07191  -0.203
I -1.95221 -1.37590 1.02901  1.106
H 1.90570 -0.07066 0.88752  0.066
H 1.08067 -1.24571 1.51529  -0.020
H 1.89532 -1.84321 0.15760  0.128
H -0.91643 2.08275 -1.24983  0.114
H -0.92605 1.37098 0.41390  0.035
H 0.60227 1.81657 -0.37155  0.118
H -1.24870 -0.43900 2.35486  -0.070
H -1.23903 -0.12502 -1.58931  0.152
H 0.35164 0.10362 -1.91169  0.249

---

2) DFT (the ωB97M-V functional and the def2-TZVPD basis) results for the ion C3H9IN with charge +1.

As for the orbital gap: 9.67 eV. The lowest unoccupied orbital energy comes out at -0.1545 hartree. Its total charge is +1. The SMILES is C[NH2+][C@H](C)I. The HOMO energy comes out at -13.9 eV.

Each line ends with the Löwdin charge.
Geometry (Å):
C 0.34207 -1.90536 0.48562  -0.145
C -0.53571 1.93284 -0.32861  0.000
C 0.49088 -0.59284 -0.33607  -0.591
N -0.58491 0.51822 0.14132  0.014
I 2.62343 0.21187 -0.25406  0.818
H 0.74174 -1.74563 1.55961  0.108
H -0.67001 -2.37392 0.57330  0.099
H 1.00797 -2.61165 0.03489  0.064
H 0.42280 2.34287 -0.71899  0.094
H -1.24642 2.00031 -1.07150  0.084
H -0.74647 2.50308 0.46503  0.063
H 0.26097 -0.82911 -1.38307  0.090
H -0.72795 0.47274 1.11770  0.150
H -1.37840 0.07657 -0.28518  0.153

---

It is 2) that is most stable; the runner-up trails by 101.7 kcal/mol.

---

1) DFT (the ωB97M-V functional and the def2-TZVPD basis) results for the molecule C17H26N2O4.

As for the orbital gap: 8.17 eV. The lowest unoccupied orbital energy comes out at 0.0208 hartree. The SMILES is CCCCN(C)c1c(N2CCC(C(=O)OCC)CC2)c(=O)c1=O. The HOMO energy comes out at -7.6 eV.

Each line ends with the Löwdin charge.
Geometry (Å):
C 4.52800 -0.72033 2.48515  -0.110
C 3.77689 -0.61074 1.16410  -0.265
C 2.97421 -1.87524 0.86717  -0.202
H 3.65282 -2.72911 0.83467  0.111
H 2.26114 -2.05422 1.67568  0.111
C 2.22694 -1.76410 -0.46529  -0.165
N 1.32738 -2.87461 -0.69831  -0.113
C 0.02584 -2.70926 -0.99009  -0.071
C -0.96093 -1.72543 -0.80727  -0.063
N -1.14371 -0.61915 -0.07033  -0.060
C -0.44932 -0.31178 1.15699  -0.127
H -1.15402 -0.41129 1.99595  0.137
C 0.07266 1.12383 1.11615  -0.126
H 0.80820 1.23882 0.31775  0.114
H 0.55953 1.36734 2.06173  0.128
C -1.07950 2.09348 0.85159  -0.222
C -0.55517 3.50463 0.65396  -0.480
O 0.53800 3.77657 0.23210  0.124
O -1.48891 4.40194 0.96927  0.003
C -1.16025 5.78277 0.78847  -0.211
C -0.38978 6.33074 1.98047  -0.061
H -0.21117 7.39279 1.84051  0.078
H 0.56678 5.82175 2.06977  0.075
H -0.95728 6.18325 2.89618  0.078
H -2.12052 6.28878 0.67202  0.123
H -0.56779 5.88700 -0.12610  0.123
C -1.82762 1.67655 -0.42446  -0.104
H -1.15729 1.77254 -1.28112  0.137
C -2.29372 0.22577 -0.30682  -0.122
H -2.99925 0.13282 0.52978  0.137
H -2.79306 -0.09453 -1.22090  0.120
H -2.68710 2.32826 -0.58274  0.126
H -1.78103 2.09987 1.69076  0.156
H 0.35919 -1.02296 1.31084  0.104
C -1.87698 -2.40803 -1.73680  -0.280
O -2.88815 -2.08377 -2.32203  0.080
C -0.90519 -3.55804 -1.75679  -0.280
O -0.90688 -4.71852 -2.10639  0.080
C 1.94864 -4.13953 -1.02510  -0.022
H 2.44022 -4.55217 -0.14220  0.089
H 1.19269 -4.84149 -1.36712  0.082
H 2.69515 -4.00895 -1.81358  0.098
H 1.65376 -0.83723 -0.49957  0.111
H 2.96226 -1.72863 -1.28078  0.133
H 4.48929 -0.43934 0.35450  0.113
H 3.10451 0.24887 1.20046  0.098
H 3.83355 -0.87634 3.30788  0.072
H 5.09072 0.18909 2.67936  0.070
H 5.22388 -1.55592 2.46215  0.072

---

2) DFT (the ωB97M-V functional and the def2-TZVPD basis) results for the molecule C17H26N2O4.

As for the orbital gap: 8.20 eV. The lowest unoccupied orbital energy comes out at 0.0146 hartree. The SMILES is CCOC(=O)[C@H]1CCCN(c2c(NCCC(C)C)c(=O)c2=O)C1. The HOMO energy comes out at -7.8 eV.

Each line ends with the Löwdin charge.
Geometry (Å):
C 1.62698 3.74638 1.46539  -0.055
C 0.92333 2.48180 0.99714  -0.214
H -0.06186 2.70695 0.58587  0.115
H 0.82629 1.77125 1.82397  0.127
O 1.62989 1.84827 -0.07514  -0.015
C 2.69178 1.10705 0.25846  -0.467
O 3.08359 0.95988 1.38396  0.135
C 3.32595 0.49557 -0.98438  -0.181
C 4.59116 -0.29667 -0.64374  -0.142
H 5.26220 0.32741 -0.05248  0.121
C 4.25442 -1.56639 0.13781  -0.149
H 3.87426 -1.29496 1.12271  0.112
H 5.15295 -2.16821 0.27442  0.118
C 3.19528 -2.38791 -0.59617  -0.132
N 2.01971 -1.57953 -0.86923  -0.044
C 1.05561 -1.53103 0.07292  -0.079
C -0.13048 -0.81501 0.25996  -0.118
N -0.84116 0.09259 -0.43789  0.062
H -0.66556 0.17975 -1.42942  0.139
C -2.17641 0.45248 -0.00610  -0.185
H -2.19014 0.42538 1.08438  0.122
C -3.23514 -0.50936 -0.55383  -0.166
H -3.28705 -0.42003 -1.64299  0.120
H -2.91826 -1.52755 -0.31425  0.120
C -4.62611 -0.27849 0.04472  -0.440
C -5.19802 1.07944 -0.35613  -0.079
H -5.23244 1.17326 -1.43999  0.082
H -4.60137 1.89396 0.04570  0.067
H -6.21039 1.18556 0.02616  0.076
C -5.56803 -1.39494 -0.40241  -0.083
H -6.55265 -1.26148 0.03880  0.075
H -5.67491 -1.39213 -1.48554  0.080
H -5.18576 -2.36576 -0.09638  0.076
H -4.53701 -0.31524 1.13528  0.139
H -2.37177 1.47337 -0.34329  0.116
C -0.34592 -1.40879 1.58911  -0.281
O -1.09958 -1.18301 2.50898  0.088
C 0.84970 -2.29704 1.31615  -0.272
O 1.36835 -3.26986 1.81209  0.095
C 2.30973 -0.42584 -1.68802  -0.093
H 1.39488 0.12682 -1.89818  0.115
H 2.73949 -0.77785 -2.63158  0.136
H 2.89741 -3.24613 0.00538  0.119
H 3.58366 -2.74025 -1.55758  0.129
H 5.09883 -0.55993 -1.57516  0.119
H 3.56448 1.32453 -1.65880  0.157
H 1.02714 4.23085 2.23010  0.080
H 2.59786 3.49820 1.88632  0.075
H 1.76509 4.43263 0.63292  0.079

---

It is 2) that is most stable; the runner-up trails by 9.6 kcal/mol.